(1)
Formula: C40H50BN11O3PbS4
Source: the Open Molecules 2025 dataset
Level of theory: ωB97M-V/def2-TZVPD

The geometry in XYZ format:
```
110
Properties=species:S:1:pos:R:3:lowdin_charge:R:1
Pb -1.332 -2.712 -3.555 1.157
C 1.334 -2.856 1.817 -0.019
C 1.286 -1.365 1.618 -0.212
C 1.965 -0.462 2.361 0.069
C 1.849 0.958 2.262 -0.245
N 0.925 1.451 1.502 0.214
N 0.286 0.557 0.762 0.020
B -1.067 0.635 -0.100 -0.918
N -2.268 0.548 0.772 -0.056
N -1.949 0.831 2.071 0.205
C -2.939 0.767 2.952 -0.211
C -4.174 0.259 2.565 0.055
C -4.488 -0.025 1.236 -0.200
C -5.854 -0.499 0.852 -0.044
C -3.458 0.212 0.242 -0.672
S -3.574 0.158 -1.455 0.657
C -2.434 0.918 4.380 -0.540
C -1.364 1.993 4.426 -0.060
C -3.533 1.240 5.403 -0.047
C -1.802 -0.458 4.705 -0.027
N -1.075 1.884 -0.941 -0.014
N -1.658 2.878 -0.322 0.175
C -1.544 4.088 -0.768 -0.180
C -0.828 4.358 -2.008 0.076
C -0.264 3.303 -2.658 -0.256
C 0.294 3.486 -4.012 -0.084
C -0.368 1.984 -2.070 -0.618
S 0.445 0.674 -2.853 0.600
C -2.037 5.166 0.233 -0.499
C -1.417 5.098 1.599 -0.055
C -1.667 6.623 -0.353 -0.062
C -3.594 4.995 0.236 -0.040
C 0.465 -0.762 0.673 -0.461
S -0.773 -1.293 -0.396 0.926
C 2.751 1.876 2.996 -0.494
C 2.135 3.305 3.178 -0.047
C 3.055 1.308 4.430 -0.045
C 4.089 1.946 2.142 -0.021
H 0.408 -3.271 1.440 0.045
H 1.460 -3.202 2.867 0.099
H 2.142 -3.304 1.209 0.098
H 2.597 -0.876 3.163 0.121
H -4.971 0.169 3.273 0.114
H -6.319 -0.950 1.731 0.085
H -5.742 -1.293 0.141 0.074
H -6.425 0.316 0.544 0.071
H -1.802 2.940 4.074 0.079
H -0.466 1.771 3.841 0.053
H -1.081 2.196 5.480 0.096
H -4.108 2.118 5.158 0.086
H -3.072 1.389 6.371 0.079
H -4.180 0.378 5.568 0.082
H -0.943 -0.595 4.027 0.077
H -2.514 -1.303 4.506 0.109
H -1.385 -0.443 5.670 0.064
H -0.870 5.336 -2.455 0.110
H -0.118 4.347 -4.459 0.066
H -0.062 2.657 -4.607 0.058
H 1.359 3.555 -4.047 0.083
H -0.348 4.998 1.563 0.070
H -1.888 4.323 2.275 0.086
H -1.611 6.049 2.101 0.081
H -0.589 6.881 -0.373 0.091
H -2.157 7.318 0.346 0.074
H -2.148 6.926 -1.274 0.067
H -3.784 3.940 0.504 0.077
H -3.997 5.203 -0.754 0.080
H -4.120 5.680 0.940 0.090
H 1.242 3.337 3.855 0.079
H 1.779 3.680 2.215 0.066
H 2.854 3.950 3.702 0.085
H 2.183 1.234 5.044 0.070
H 3.834 1.805 4.979 0.075
H 3.461 0.230 4.398 0.090
H 3.956 2.111 1.071 0.085
H 4.694 1.026 2.290 0.089
H 4.684 2.781 2.525 0.078
N -0.592 -5.444 0.297 0.052
C -0.629 -4.731 -0.859 -0.938
S -2.193 -4.299 -1.454 0.464
N 0.535 -4.424 -1.331 0.005
N 0.620 -3.766 -2.537 -0.043
C 1.699 -3.817 -3.181 -0.226
C 2.934 -4.394 -2.588 -0.199
C 3.999 -3.468 -2.466 -0.003
C 5.161 -3.838 -1.723 -0.086
C 5.310 -5.086 -1.157 -0.102
C 4.294 -5.999 -1.392 -0.068
C 3.076 -5.614 -1.995 -0.038
C 1.818 -3.230 -4.512 -0.262
C 2.632 -3.905 -5.494 0.022
C 2.811 -3.351 -6.728 -0.056
C 2.019 -2.304 -7.092 -0.049
C 1.154 -1.759 -6.151 -0.077
N 1.081 -2.170 -4.816 0.051
H -1.375 -5.971 0.668 0.089
H 0.296 -5.706 0.729 0.101
H 4.026 -2.453 -2.939 0.134
H 5.910 -3.048 -1.521 0.107
H 6.155 -5.278 -0.545 0.092
H 4.386 -7.028 -1.042 0.103
H 2.273 -6.322 -2.105 0.114
H 3.194 -4.783 -5.091 0.137
H 3.433 -3.863 -7.394 0.100
H 2.030 -1.833 -8.009 0.086
H 0.555 -0.892 -6.424 0.118
O -0.679 -4.507 -4.777 -0.267
N -1.000 -4.411 -6.021 -0.585
O -0.805 -5.396 -6.694 0.053
O -1.495 -3.387 -6.479 -0.043
```

Summary:
HOMO level (eV): -7.446
Lowest unoccupied orbital energy (Eh): -0.01075
Gap between HOMO and LUMO (eV): 7.15

***

(2)
Formula: C40H50F30O20
Source: the Open Molecules 2025 dataset
Level of theory: ωB97M-V/def2-TZVPD

The geometry in XYZ format:
```
140
Properties=species:S:1:pos:R:3:lowdin_charge:R:1
C 4.444 -1.922 -1.498 -0.064
C 5.397 -0.903 -2.104 -0.220
O 4.896 0.296 -1.657 0.015
C 5.149 0.768 -0.403 -0.324
O 5.702 0.174 0.514 0.155
C 4.458 2.079 -0.021 -0.496
F 5.271 2.760 0.821 0.145
F 4.275 2.813 -1.132 0.164
F 3.376 1.761 0.739 0.143
H 4.529 -2.860 -2.046 0.077
H 3.408 -1.594 -1.580 0.070
H 4.599 -2.084 -0.432 0.079
H 5.379 -1.025 -3.187 0.132
H 6.359 -1.161 -1.662 0.132
C -2.255 -4.091 1.066 -0.058
C -2.271 -5.453 1.676 -0.198
O -2.208 -6.384 0.584 0.015
C -2.133 -7.700 0.922 -0.291
O -2.015 -8.137 2.106 0.111
C -2.222 -8.662 -0.255 -0.548
F -1.133 -9.042 -0.817 0.237
F -2.873 -9.786 0.166 0.120
F -3.172 -8.289 -1.158 0.130
H -1.289 -3.691 0.758 0.060
H -2.626 -3.326 1.749 0.082
H -2.735 -3.989 0.093 0.076
H -3.149 -5.737 2.255 0.134
H -1.416 -5.584 2.338 0.121
C 2.215 -4.833 2.625 -0.053
C 2.358 -6.264 2.090 -0.190
O 3.673 -6.787 2.229 0.001
C 4.774 -6.301 1.592 -0.333
O 4.768 -5.285 0.959 0.162
C 6.053 -7.199 1.773 -0.578
F 5.872 -8.285 1.042 0.177
F 7.191 -6.718 1.384 0.207
F 6.233 -7.544 3.064 0.152
H 2.729 -4.798 3.586 0.087
H 1.218 -4.524 2.942 0.068
H 2.704 -4.154 1.927 0.060
H 2.150 -6.259 1.020 0.117
H 1.752 -7.065 2.513 0.128
C -0.552 9.697 -2.641 -0.057
C -0.528 8.626 -3.719 -0.247
O -0.237 7.347 -3.257 -0.001
C -1.246 6.448 -2.842 -0.233
O -2.492 6.679 -2.909 0.119
C -0.725 5.106 -2.380 -0.600
F -1.165 4.909 -1.135 0.156
F -1.179 4.153 -3.164 0.204
F 0.591 5.065 -2.267 0.175
H 0.356 9.810 -2.048 0.075
H -1.324 9.528 -1.891 0.078
H -0.789 10.692 -3.017 0.080
H 0.227 8.878 -4.463 0.125
H -1.420 8.627 -4.346 0.126
C 2.431 6.114 0.190 -0.048
C 1.336 7.059 0.754 -0.203
O 0.901 6.555 2.009 -0.014
C -0.254 7.140 2.590 -0.296
O -0.958 7.870 1.934 0.171
C -0.584 6.752 3.983 -0.605
F 0.335 5.954 4.489 0.182
F -0.622 7.788 4.826 0.174
F -1.767 6.186 4.095 0.197
H 2.948 6.578 -0.650 0.081
H 2.107 5.141 -0.179 0.044
H 3.234 5.938 0.905 0.079
H 0.507 7.046 0.046 0.106
H 1.721 8.071 0.878 0.131
C -3.235 0.653 -2.582 -0.058
C -3.206 0.084 -3.942 -0.210
O -4.338 0.565 -4.706 0.025
C -4.176 0.763 -6.044 -0.336
O -3.156 0.656 -6.656 0.172
C -5.530 1.230 -6.713 -0.563
F -5.596 2.560 -6.963 0.151
F -5.811 0.584 -7.851 0.158
F -6.574 0.959 -6.016 0.197
H -2.339 0.397 -2.016 0.063
H -3.927 0.156 -1.902 0.072
H -3.470 1.715 -2.508 0.092
H -3.162 -1.005 -3.979 0.113
H -2.265 0.269 -4.461 0.121
C -1.808 -3.508 -3.065 -0.040
C -0.385 -2.889 -2.988 -0.151
O 0.558 -3.962 -2.795 0.022
C 1.045 -4.733 -3.723 -0.361
O 0.840 -4.575 -4.938 0.128
C 1.975 -5.840 -3.164 -0.524
F 2.219 -6.900 -3.995 0.142
F 3.177 -5.294 -2.886 0.152
F 1.499 -6.370 -2.068 0.184
H -1.770 -4.338 -2.358 0.069
H -1.981 -4.029 -4.006 0.082
H -2.712 -2.961 -2.797 0.067
H -0.247 -2.164 -2.186 0.104
H -0.194 -2.365 -3.925 0.120
C 0.305 3.026 0.644 -0.053
C -0.538 1.724 0.593 -0.148
O 0.447 0.726 0.842 0.011
C 0.234 -0.560 0.607 -0.316
O -0.840 -1.049 0.231 0.108
C 1.479 -1.473 0.969 -0.522
F 1.554 -2.452 0.093 0.175
F 2.633 -0.771 1.052 0.151
F 1.288 -2.089 2.145 0.148
H -0.196 3.945 0.949 0.072
H 0.840 3.183 -0.293 0.060
H 1.183 2.924 1.282 0.072
H -1.130 1.586 -0.311 0.116
H -1.170 1.764 1.480 0.119
C -7.164 0.420 -0.185 -0.046
C -7.205 -0.470 1.125 -0.206
O -6.069 -0.432 1.948 0.017
C -5.817 0.558 2.854 -0.294
O -6.662 1.447 3.144 0.124
C -4.411 0.568 3.433 -0.440
F -3.625 1.292 2.610 0.153
F -4.452 1.175 4.635 0.172
F -3.920 -0.783 3.423 0.082
H -6.410 -0.063 -0.807 0.055
H -6.750 1.418 -0.042 0.069
H -8.080 0.555 -0.760 0.079
H -7.327 -1.437 0.635 0.117
H -8.163 -0.356 1.632 0.121
C 0.934 1.289 5.147 -0.041
C 2.030 0.343 4.623 -0.206
O 3.267 1.000 4.729 0.026
C 4.402 0.427 4.268 -0.323
O 4.471 -0.595 3.595 0.155
C 5.607 1.334 4.457 -0.500
F 5.250 2.300 5.345 0.125
F 6.661 0.740 5.002 0.179
F 6.071 2.056 3.394 0.142
H 0.599 1.063 6.159 0.075
H 0.060 1.179 4.505 0.063
H 1.158 2.354 5.075 0.080
H 1.795 0.155 3.576 0.097
H 1.943 -0.652 5.059 0.135
```

Summary:
SMILES: CCOC(=O)C(F)(F)F.CCOC(=O)C(F)(F)F.CCOC(=O)C(F)(F)F.CCOC(=O)C(F)(F)F.CCOC(=O)C(F)(F)F.CCOC(=O)C(F)(F)F.CCOC(=O)C(F)(F)F.CCOC(=O)C(F)(F)F.CCOC(=O)C(F)(F)F.CCOC(=O)C(F)(F)F
HOMO level (eV): -11.184
Lowest unoccupied orbital energy (Eh): -0.00166
Gap between HOMO and LUMO (eV): 11.14

***

(3)
Formula: C40H50F7N7O9PS
Source: the Open Molecules 2025 dataset
Level of theory: ωB97M-V/def2-TZVPD

The geometry in XYZ format:
```
115
Properties=species:S:1:pos:R:3:lowdin_charge:R:1
C -2.662 -4.718 1.689 0.201
C -2.156 -3.959 0.898 -0.076
C -1.326 -3.016 0.086 -0.441
N -2.071 -1.787 0.183 -0.003
C -3.260 -1.630 1.008 -0.244
C -3.656 -0.123 0.893 -0.055
O -0.088 -2.764 0.734 -0.013
C 0.885 -2.037 -0.005 -0.241
C 1.086 -0.547 0.380 -0.384
S 0.576 0.774 -0.756 0.936
C -0.596 1.934 0.039 -0.499
C -0.480 2.096 1.564 -0.144
C 1.024 -2.428 -1.537 -0.149
N 2.067 -1.642 -2.124 0.055
C 2.211 -0.956 -3.377 -0.448
C 3.033 -1.607 -4.525 0.024
O 1.807 0.145 -3.611 0.109
C 3.425 -2.046 -1.681 -0.401
C 4.289 -1.014 -0.950 0.027
O 3.876 -3.129 -1.914 0.155
N -0.269 -2.716 -2.291 0.054
C -1.026 -1.543 -2.889 -0.070
C -2.087 -0.603 -2.296 -0.092
C -2.531 0.352 -3.422 -0.634
F -3.469 1.141 -2.847 0.128
F -3.151 -0.265 -4.421 0.171
F -1.578 1.171 -3.829 0.184
C 0.145 -3.448 -3.559 -0.585
F -0.755 -4.315 -3.971 0.203
F 1.330 -4.033 -3.501 0.200
F 0.311 -2.612 -4.606 0.167
C -1.052 -3.668 -1.354 -0.262
C -0.462 -5.095 -1.292 -0.150
C -0.024 -5.748 0.046 -0.134
C -0.992 -6.930 0.349 -0.213
F -1.017 -7.185 1.714 -0.058
P -2.882 -3.950 -1.928 0.849
N -3.431 -5.387 -1.626 -0.257
H -3.030 -5.204 2.568 0.081
H -1.540 -0.929 0.244 0.091
H -3.114 -1.740 2.092 0.126
H -4.167 -2.139 0.663 0.107
H -4.644 0.058 1.323 0.085
H -2.897 0.489 1.404 0.062
H -3.628 0.207 -0.154 0.059
H 1.794 -2.467 0.453 0.163
H 2.115 -0.333 0.677 0.063
H 0.525 -0.412 1.320 0.089
H -0.462 2.929 -0.401 0.084
H -1.639 1.658 -0.180 0.041
H -0.802 1.198 2.112 0.059
H 0.522 2.359 1.916 0.084
H -1.173 2.884 1.889 0.075
H 1.489 -3.415 -1.378 0.152
H 3.953 -1.013 -4.595 0.083
H 3.295 -2.651 -4.342 0.075
H 2.463 -1.443 -5.440 0.093
H 3.966 -0.025 -1.291 0.101
H 4.060 -1.137 0.120 0.099
H 5.351 -1.218 -1.113 0.059
H -1.643 -1.969 -3.689 0.120
H -0.321 -0.805 -3.290 0.117
H -1.823 0.070 -1.486 0.045
H -3.040 -1.049 -1.994 0.101
H -1.074 -5.834 -1.829 0.105
H 0.479 -5.189 -1.858 0.114
H 0.023 -5.131 0.945 0.104
H 0.953 -6.247 0.001 0.122
H -0.597 -7.839 -0.125 0.125
H -2.003 -6.754 -0.032 0.085
H -3.015 -3.692 -3.313 0.031
H -3.751 -3.033 -1.289 0.032
H -4.240 -5.322 -1.017 -0.005
C -4.909 6.526 0.708 -0.065
C -3.853 6.295 1.580 -0.060
C -3.883 5.201 2.431 -0.005
C -4.970 4.347 2.392 -0.152
C -6.033 4.568 1.531 -0.003
C -5.999 5.665 0.686 -0.062
N -4.991 3.174 3.271 -0.354
O -4.053 3.014 4.028 0.068
O -5.942 2.421 3.186 0.071
H -4.881 7.379 0.041 0.110
H -3.005 6.967 1.596 0.111
H -3.055 5.027 3.107 0.107
H -6.881 3.898 1.509 0.120
H -6.821 5.849 0.007 0.111
C -2.721 6.916 8.458 -0.066
C -2.680 5.620 7.961 -0.061
C -1.943 5.337 6.822 -0.004
C -1.251 6.359 6.195 -0.151
C -1.290 7.658 6.675 -0.003
C -2.030 7.934 7.813 -0.062
N -0.448 6.061 5.001 -0.353
O -0.440 4.912 4.591 0.054
O 0.169 6.973 4.493 0.080
H -3.293 7.133 9.351 0.110
H -3.220 4.829 8.463 0.110
H -1.915 4.327 6.439 0.118
H -0.751 8.452 6.178 0.120
H -2.067 8.943 8.201 0.110
C 10.654 -1.468 -4.043 -0.058
C 9.548 -1.406 -4.881 -0.057
C 8.312 -1.044 -4.372 0.000
C 8.201 -0.744 -3.023 -0.141
C 9.294 -0.808 -2.175 0.003
C 10.526 -1.173 -2.692 -0.056
N 6.901 -0.338 -2.485 -0.325
O 5.952 -0.307 -3.247 0.067
O 6.840 -0.047 -1.300 0.055
H 11.620 -1.745 -4.445 0.113
H 9.650 -1.637 -5.932 0.112
H 7.454 -0.997 -5.027 0.119
H 9.200 -0.576 -1.124 0.121
H 11.389 -1.225 -2.042 0.113
```

Summary:
HOMO level (eV): -11.378
Lowest unoccupied orbital energy (Eh): -0.09602
Gap between HOMO and LUMO (eV): 8.77
Charge: +1

***

(4)
Formula: C40H50HfN2O9S2Se
Source: the Open Molecules 2025 dataset
Level of theory: ωB97M-V/def2-TZVPD

The geometry in XYZ format:
```
105
Properties=species:S:1:pos:R:3:lowdin_charge:R:1
Hf 2.001 -0.705 -0.534 1.659
C -4.501 3.981 -0.452 -0.045
C -3.108 4.482 -0.046 -0.559
C -2.793 5.779 -0.806 -0.044
C -3.128 4.795 1.450 -0.068
C -2.066 3.422 -0.395 -0.165
C -1.225 2.853 0.543 -0.050
C -0.319 1.873 0.160 -0.385
Se 0.949 1.165 1.397 1.238
C -0.017 -0.264 2.236 -0.364
C -0.777 0.019 3.363 -0.051
C -1.422 -0.999 4.040 -0.162
C -1.223 -2.301 3.577 0.032
C -0.453 -2.633 2.470 -0.074
C 0.129 -1.567 1.757 -0.300
O 0.828 -1.780 0.622 -0.279
C -0.197 -4.093 2.087 -0.528
C -0.718 -4.391 0.676 -0.035
C 1.312 -4.376 2.155 -0.027
C -0.892 -5.063 3.046 -0.068
C -2.297 -0.756 5.269 -0.558
C -1.706 -1.498 6.475 -0.043
C -3.714 -1.276 4.992 -0.045
C -2.391 0.730 5.618 -0.067
C -0.206 1.445 -1.162 -0.316
O 0.665 0.461 -1.456 -0.292
C -1.003 2.055 -2.152 -0.076
C -1.916 3.009 -1.722 0.030
C -0.825 1.737 -3.639 -0.525
C -1.836 2.486 -4.509 -0.068
C 0.584 2.174 -4.066 -0.029
C -1.001 0.238 -3.915 -0.038
H -5.257 4.731 -0.209 0.085
H -4.561 3.781 -1.522 0.078
H -4.750 3.059 0.077 0.091
H -3.532 6.546 -0.567 0.085
H -1.806 6.156 -0.532 0.091
H -2.807 5.626 -1.886 0.077
H -3.891 5.548 1.654 0.086
H -3.366 3.912 2.045 0.085
H -2.171 5.194 1.792 0.087
H -1.261 3.156 1.580 0.097
H -0.847 1.044 3.700 0.095
H -1.693 -3.104 4.127 0.094
H -0.166 -3.825 -0.068 0.043
H -0.598 -5.453 0.450 0.090
H -1.779 -4.144 0.591 0.096
H 1.875 -3.739 1.476 0.073
H 1.689 -4.211 3.166 0.096
H 1.505 -5.418 1.888 0.088
H -1.979 -4.952 3.025 0.088
H -0.660 -6.085 2.742 0.087
H -0.548 -4.939 4.074 0.088
H -1.659 -2.574 6.303 0.078
H -0.695 -1.147 6.688 0.093
H -2.322 -1.328 7.361 0.085
H -3.714 -2.345 4.773 0.078
H -4.352 -1.114 5.863 0.085
H -4.157 -0.758 4.140 0.090
H -1.413 1.150 5.863 0.088
H -2.823 1.311 4.801 0.084
H -3.033 0.858 6.491 0.086
H -2.548 3.475 -2.464 0.094
H -1.726 3.569 -4.425 0.085
H -1.667 2.221 -5.554 0.086
H -2.867 2.222 -4.263 0.090
H 0.716 3.246 -3.898 0.093
H 1.353 1.634 -3.518 0.051
H 0.727 1.980 -5.132 0.091
H -1.971 -0.116 -3.554 0.096
H -0.952 0.053 -4.990 0.090
H -0.214 -0.338 -3.438 0.050
O 4.584 0.688 2.624 -0.284
S 4.618 0.090 1.322 0.508
O 5.780 -0.637 0.925 -0.254
O 3.336 -0.703 1.117 -0.499
C 4.386 1.453 0.154 -0.238
C 4.273 2.712 0.741 -0.062
C 4.078 3.848 -0.024 -0.044
C 3.985 3.749 -1.405 -0.046
C 4.087 2.509 -2.004 -0.053
C 4.294 1.359 -1.242 -0.247
S 4.286 -0.131 -2.236 0.482
O 3.000 -0.008 -2.935 -0.351
O 5.462 -0.244 -3.031 -0.235
O 4.068 -1.238 -1.256 -0.429
H 4.340 2.775 1.817 0.114
H 3.994 4.813 0.459 0.114
H 3.827 4.630 -2.012 0.113
H 3.995 2.415 -3.079 0.123
N 4.171 -3.957 -4.835 0.190
C 2.934 -4.509 -4.782 -0.494
O 2.613 -5.490 -5.422 0.070
C 1.946 -3.841 -3.865 -0.090
C 0.591 -4.072 -4.061 0.037
C -0.322 -3.446 -3.234 -0.012
C 0.147 -2.607 -2.239 -0.139
N 1.452 -2.392 -2.035 -0.016
C 2.333 -3.013 -2.831 -0.045
H 4.825 -4.364 -5.480 0.119
H 4.368 -3.036 -4.482 0.100
H 0.285 -4.737 -4.857 0.131
H -1.387 -3.586 -3.353 0.120
H -0.534 -2.081 -1.583 0.120
H 3.373 -2.836 -2.602 0.105
```

Summary:
HOMO level (eV): -8.450
Lowest unoccupied orbital energy (Eh): -0.02071
Gap between HOMO and LUMO (eV): 7.89